{
  "formula": "C32H60NO30S7",
  "method": "the ωB97M-V functional and the def2-TZVPD basis",
  "max_force_ev_per_a": 5.1,
  "total_charge": 1,
  "relative_energy_kj_mol": 723.1,
  "elements": ["C", "C", "C", "C", "C", "C", "C", "C", "C", "C", "C", "C", "O", "C", "C", "O", "C", "C", "N", "C", "C", "H", "H", "H", "H", "H", "H", "H", "H", "H", "H", "H", "H", "H", "H", "H", "H", "H", "H", "H", "H", "H", "H", "H", "H", "H", "H", "H", "H", "H", "H", "H", "H", "C", "C", "O", "S", "O", "O", "O", "H", "H", "H", "H", "C", "C", "O", "S", "O", "O", "O", "H", "H", "H", "H", "C", "C", "O", "S", "O", "O", "O", "H", "H", "H", "H", "C", "C", "O", "S", "O", "O", "O", "H", "H", "H", "H", "C", "C", "O", "S", "O", "O", "O", "H", "H", "H", "H", "C", "C", "O", "S", "O", "O", "O", "H", "H", "H", "H", "C", "C", "O", "S", "O", "O", "O", "H", "H", "H", "H"],
  "xyz": [[4.68515, -0.78407, 2.15449], [3.31297, -0.31659, 1.38889], [3.24765, -1.23395, -0.00900], [2.03604, -0.80218, 2.29386], [3.27719, 1.24119, 0.89526], [2.82731, 2.34035, 2.01596], [3.54552, 2.19486, 3.48080], [3.32043, 3.82479, 1.42129], [1.20190, 2.48660, 2.24092], [0.55730, 2.93661, 3.71130], [-1.08721, 3.04773, 3.98364], [-2.07081, 2.67691, 2.71524], [-3.56619, 2.69070, 2.82977], [-3.85950, 1.28806, 3.27557], [-5.33316, 0.75044, 2.77747], [-5.92381, 1.64127, 1.76091], [-5.32117, 1.39806, 0.44046], [-6.19321, 0.34499, -0.48560], [-5.68220, -1.09494, -0.34710], [-1.50081, 2.24536, 1.20622], [0.14021, 2.16393, 1.03334], [5.59384, -0.86078, 1.38734], [4.94597, -0.18790, 3.12652], [4.49899, -1.90992, 2.50593], [2.13090, -1.22390, -0.35952], [3.88164, -0.73104, -0.88647], [3.64320, -2.32365, 0.24167], [2.06536, -1.94520, 2.60324], [1.05943, -0.69211, 1.61509], [1.83783, -0.13103, 3.23769], [2.62906, 1.26885, -0.10186], [4.38596, 1.51185, 0.54723], [4.69552, 1.97390, 3.30013], [3.03315, 1.42320, 4.19519], [3.51701, 3.28194, 3.97233], [2.99428, 4.70744, 2.13945], [2.83922, 3.91915, 0.35023], [4.47625, 3.73064, 1.27122], [1.22664, 3.20564, 4.65840], [-1.49307, 3.37403, 5.04357], [-3.71668, 1.20435, 4.45039], [-3.05200, 0.55257, 2.80518], [-6.01592, 0.63834, 3.74985], [-5.20801, -0.36441, 2.36863], [-4.21645, 0.96401, 0.49380], [-5.24242, 2.39564, -0.19297], [-6.07940, 0.68080, -1.61310], [-7.34499, 0.44330, -0.22317], [-4.77399, -1.14265, 0.17442], [-5.50857, -1.51484, -1.29929], [-6.38961, -1.64114, 0.19715], [-2.22592, 2.00445, 0.29445], [0.52593, 1.84773, -0.04342], [-7.08080, -5.55956, -1.26577], [-5.69761, -6.09242, -0.90166], [-4.90505, -5.90352, -2.07168], [-5.42499, -4.57024, -2.85428], [-4.57156, -3.46494, -2.47864], [-5.69633, -4.92358, -4.22829], [-6.84498, -4.40542, -2.07047], [-7.63733, -6.28592, -1.86680], [-7.66702, -5.29473, -0.38175], [-5.71926, -7.14697, -0.61668], [-5.24994, -5.50608, -0.09227], [6.79644, -1.79459, 5.93837], [6.54712, -2.75334, 7.09956], [5.13984, -2.98215, 7.09902], [4.59190, -2.90993, 5.56442], [4.49493, -4.26018, 5.05593], [3.49687, -1.96932, 5.51402], [5.90774, -2.21076, 4.90290], [6.54041, -0.76652, 6.21417], [7.83185, -1.82963, 5.58913], [6.87019, -2.33979, 8.05788], [7.04547, -3.71392, 6.93145], [4.79442, -3.11254, -4.77155], [4.12806, -2.04854, -3.90346], [4.56005, -2.32757, -2.57368], [6.06528, -2.95365, -2.62597], [7.00710, -1.88596, -2.37273], [6.06874, -4.19711, -1.89099], [6.09779, -3.29284, -4.22027], [4.26134, -4.06642, -4.70459], [4.86239, -2.80742, -5.81919], [3.03790, -2.08000, -3.96936], [4.47968, -1.04605, -4.16937], [0.85153, 1.71900, -5.83708], [0.93470, 1.91590, -4.32578], [2.19025, 1.35771, -3.94525], [3.25323, 1.56379, -5.16509], [4.04472, 2.73998, -4.88001], [3.83600, 0.28140, -5.48488], [2.17284, 1.94668, -6.32442], [0.56927, 0.69085, -6.08565], [0.14764, 2.41206, -6.30556], [0.11669, 1.42220, -3.79577], [0.94590, 2.97997, -4.06703], [-9.97995, 1.30433, -4.20812], [-9.69620, -0.18784, -4.05765], [-8.62652, -0.45725, -4.96097], [-7.67375, 0.86272, -5.06268], [-6.55046, 0.67819, -4.17088], [-7.52337, 1.21140, -6.45631], [-8.70364, 1.92050, -4.37107], [-10.57195, 1.50426, -5.10707], [-10.49392, 1.71683, -3.33579], [-10.56672, -0.80350, -4.29624], [-9.35074, -0.42318, -3.04542], [-6.21764, 6.36522, -2.37874], [-6.23303, 6.06974, -0.88135], [-7.20218, 5.03739, -0.71462], [-7.20651, 4.09474, -2.04571], [-6.38502, 2.93475, -1.77981], [-8.56190, 4.00359, -2.53665], [-6.36838, 5.09914, -3.01866], [-7.06635, 6.99474, -2.66499], [-5.28728, 6.84417, -2.69546], [-6.49788, 6.94703, -0.28638], [-5.26530, 5.68172, -0.54627], [9.39776, -2.28277, 1.76939], [10.69700, -1.48254, 1.73316], [11.05289, -1.28667, 3.09982], [10.54938, -2.57245, 3.96796], [11.66904, -3.47285, 4.13155], [9.75617, -2.09335, 5.07597], [9.54790, -3.20475, 2.84763], [8.54260, -1.63607, 1.99081], [9.21589, -2.81728, 0.83317], [10.58114, -0.52304, 1.22353], [11.49877, -2.05433, 1.25404]],
  "lowdin_charge": [-0.09, -0.50, -0.09, -0.09, -0.12, -0.46, -0.10, -0.09, -0.09, 0.01, 0.02, -0.17, -0.18, -0.17, -0.16, -0.17, -0.16, -0.10, 0.16, 0.00, -0.02, 0.10, 0.07, 0.09, 0.08, 0.09, 0.10, 0.10, 0.08, 0.07, 0.11, 0.14, 0.10, 0.09, 0.09, 0.10, 0.09, 0.09, 0.10, 0.10, 0.15, 0.13, 0.15, 0.12, 0.12, 0.13, 0.12, 0.17, 0.16, 0.15, 0.17, 0.08, 0.08, -0.17, -0.17, -0.18, 0.68, -0.26, -0.21, -0.21, 0.14, 0.14, 0.15, 0.13, -0.17, -0.16, -0.19, 0.66, -0.24, -0.25, -0.22, 0.14, 0.09, 0.14, 0.14, -0.16, -0.19, -0.23, 0.67, -0.24, -0.24, -0.19, 0.13, 0.14, 0.14, 0.09, -0.17, -0.18, -0.20, 0.70, -0.22, -0.25, -0.18, 0.13, 0.14, 0.13, 0.13, -0.16, -0.17, -0.19, 0.68, -0.26, -0.22, -0.22, 0.14, 0.14, 0.14, 0.12, -0.16, -0.17, -0.18, 0.70, -0.27, -0.22, -0.18, 0.14, 0.14, 0.14, 0.13, -0.17, -0.17, -0.19, 0.70, -0.22, -0.25, -0.19, 0.13, 0.14, 0.14, 0.14]
}